# 1
Below is 2 unconnected molecules or ions with the total composition C4H7NO, with properties calculated with wB97M-V/def2-TZVPD.

Structure (XYZ):
```
13
Properties=species:S:1:pos:R:3:nbo_charge:R:1
C -0.07 0.55 -0.32 -0.26
C -0.92 0.07 -0.97 0.00
C -2.02 -0.46 -1.81 -0.69
H 0.66 0.77 0.40 0.24
H -2.97 0.05 -1.64 0.24
H -1.73 -0.42 -2.82 0.24
H -2.38 -1.46 -1.55 0.23
C 0.43 -2.86 0.47 -0.53
N 1.18 -1.82 1.25 0.15
O 2.31 -1.56 0.95 -0.29
H -0.42 -3.05 1.07 0.22
H 0.06 -2.32 -0.37 0.24
H 1.21 -3.63 0.23 0.22
```

**Gap between HOMO and LUMO**: 9.054 eV
**Energy relative to the best compared isomer or geometry (same formula, charge and spin)**: 536.0 kJ/mol
**Structure (SMILES)**: C#CC.CN=O
**Lowest unoccupied orbital energy**: 0.00830 hartree

# 2
Below is 12 unconnected molecules or ions with the total composition C44H84Cl4O20S8, with properties calculated with wB97M-V/def2-TZVPD.

Structure (XYZ):
```
160
Properties=species:S:1:pos:R:3:lowdin_charge:R:1
O -2.13 2.87 -5.86 -0.36
S -3.04 1.74 -5.64 0.74
O -3.40 0.78 -6.71 -0.36
C -2.47 0.86 -4.10 -0.20
C -3.66 1.00 -3.12 -0.22
C -4.35 2.36 -3.32 -0.18
C -4.59 2.39 -4.88 -0.20
H -1.54 1.27 -3.70 0.07
H -2.28 -0.19 -4.33 0.09
H -4.40 0.21 -3.23 0.12
H -3.27 0.79 -2.12 0.08
H -3.66 3.17 -3.07 0.09
H -5.31 2.47 -2.81 0.11
H -4.96 3.27 -5.40 0.10
H -5.33 1.65 -5.19 0.09
O 2.20 2.68 4.95 -0.36
S 2.60 2.18 3.59 0.73
O 2.68 0.76 3.34 -0.36
C 1.62 3.02 2.22 -0.17
C 2.66 3.63 1.20 -0.22
C 3.78 4.22 2.05 -0.19
C 4.11 3.01 2.95 -0.21
H 1.09 3.87 2.64 0.09
H 0.90 2.27 1.87 0.05
H 3.08 2.86 0.56 0.09
H 2.31 4.44 0.55 0.10
H 3.35 5.05 2.61 0.12
H 4.58 4.56 1.41 0.12
H 4.77 3.21 3.80 0.10
H 4.61 2.19 2.43 0.08
O -5.04 -2.50 0.03 -0.34
S -4.57 -1.26 0.64 0.68
O -3.51 -0.50 0.04 -0.34
C -6.06 -0.20 0.75 -0.20
C -6.22 0.38 2.19 -0.18
C -4.96 0.00 3.00 -0.21
C -4.41 -1.37 2.49 -0.18
H -6.83 -0.98 0.75 0.09
H -6.11 0.42 -0.14 0.10
H -6.51 1.43 2.21 0.11
H -6.97 -0.28 2.62 0.10
H -4.98 -0.05 4.09 0.11
H -4.25 0.78 2.74 0.08
H -5.15 -2.10 2.80 0.10
H -3.40 -1.72 2.71 0.07
O 1.81 1.52 -5.08 -0.33
S 2.57 0.28 -5.00 0.71
O 3.95 0.19 -4.57 -0.34
C 1.69 -0.69 -3.72 -0.21
C 0.62 -1.49 -4.62 -0.17
C 1.54 -2.11 -5.74 -0.21
C 2.18 -0.93 -6.42 -0.17
H 1.44 0.06 -2.97 0.08
H 2.42 -1.37 -3.28 0.06
H 0.11 -2.24 -4.02 0.10
H -0.11 -0.84 -5.09 0.09
H 0.89 -2.71 -6.38 0.12
H 2.28 -2.74 -5.24 0.08
H 1.40 -0.38 -6.96 0.10
H 3.10 -1.11 -6.98 0.10
O -2.63 1.44 4.96 -0.35
S -1.25 1.80 5.24 0.71
O -0.54 2.86 4.53 -0.35
C -1.13 2.18 7.12 -0.20
C -1.17 0.85 7.80 -0.24
C -0.27 -0.13 7.02 -0.18
C -0.28 0.22 5.48 -0.21
H -1.94 2.90 7.23 0.10
H -0.17 2.65 7.33 0.10
H -0.89 0.97 8.85 0.12
H -2.21 0.51 7.77 0.11
H -0.57 -1.15 7.27 0.11
H 0.72 -0.04 7.48 0.11
H -0.78 -0.55 4.90 0.06
H 0.72 0.42 5.12 0.06
O 4.10 -3.40 -2.92 -0.34
S 3.65 -4.68 -3.43 0.70
O 3.62 -4.94 -4.88 -0.35
C 4.47 -6.03 -2.50 -0.20
C 3.35 -7.01 -1.98 -0.19
C 2.25 -6.09 -1.57 -0.23
C 1.96 -5.07 -2.73 -0.19
H 4.92 -5.55 -1.62 0.10
H 5.33 -6.40 -3.06 0.10
H 3.00 -7.66 -2.78 0.12
H 3.71 -7.52 -1.09 0.12
H 2.49 -5.49 -0.69 0.10
H 1.36 -6.66 -1.31 0.11
H 1.47 -4.14 -2.48 0.04
H 1.41 -5.61 -3.51 0.10
O -1.16 2.89 -2.12 -0.35
S 0.06 3.71 -2.16 0.74
O 1.36 3.17 -1.68 -0.36
C 0.23 4.23 -3.97 -0.18
C -0.54 5.59 -4.04 -0.19
C -0.99 6.16 -2.66 -0.19
C -0.18 5.42 -1.60 -0.24
H -0.12 3.46 -4.65 0.07
H 1.26 4.53 -4.18 0.10
H 0.10 6.34 -4.51 0.11
H -1.36 5.22 -4.64 0.10
H -2.03 5.86 -2.60 0.11
H -0.73 7.21 -2.50 0.12
H -0.54 5.49 -0.57 0.10
H 0.83 5.83 -1.66 0.11
O 1.32 -5.89 2.16 -0.37
S 2.26 -5.32 3.10 0.68
O 3.25 -6.15 3.75 -0.34
C 3.12 -3.81 2.39 -0.19
C 2.46 -2.55 2.94 -0.25
C 1.74 -2.87 4.23 -0.19
C 1.39 -4.41 4.43 -0.19
H 3.17 -3.89 1.30 0.08
H 4.13 -3.80 2.81 0.10
H 3.10 -1.67 3.02 0.10
H 1.64 -2.31 2.26 0.04
H 0.83 -2.28 4.33 0.08
H 2.37 -2.62 5.09 0.11
H 0.32 -4.53 4.24 0.05
H 1.58 -4.90 5.39 0.10
O 6.95 2.04 -1.44 0.04
C 5.95 1.42 -0.93 -0.43
C 4.59 1.24 -1.54 -0.07
C 4.13 -0.05 -0.88 -0.15
C 4.90 -0.06 0.43 -0.15
O 6.04 0.73 0.19 0.05
H 3.92 2.07 -1.30 0.11
H 4.64 1.10 -2.62 0.10
H 3.05 -0.06 -0.71 0.08
H 4.32 -0.91 -1.52 0.11
H 4.26 0.41 1.19 0.09
H 5.10 -1.06 0.82 0.13
O -5.89 3.47 0.46 0.07
C -4.74 3.69 0.86 -0.42
C -3.44 3.13 0.18 -0.08
C -2.47 3.15 1.35 -0.13
C -3.01 4.28 2.26 -0.14
O -4.39 4.35 1.97 0.04
H -3.69 2.14 -0.19 0.10
H -3.15 3.75 -0.67 0.10
H -2.61 2.17 1.82 0.09
H -1.44 3.25 1.01 0.10
H -2.81 4.14 3.32 0.11
H -2.56 5.27 2.16 0.12
Cl -1.57 -4.37 2.16 0.57
C -2.41 -4.89 0.64 -0.60
C -1.41 -5.37 -0.38 -0.71
Cl -2.21 -6.14 -1.72 0.60
H -3.00 -4.02 0.32 0.04
H -3.11 -5.63 1.02 0.07
H -0.65 -6.02 0.05 0.06
H -0.80 -4.53 -0.71 0.03
Cl 1.03 -2.25 -0.46 0.64
C -0.48 -1.26 -0.55 -0.60
C -0.41 0.04 0.22 -0.58
Cl -0.46 -0.24 2.02 0.64
H -1.24 -1.91 -0.11 0.04
H -0.69 -1.11 -1.61 0.07
H -1.20 0.71 -0.12 0.06
H 0.57 0.46 0.00 0.06
```

**Gap between HOMO and LUMO**: 9.673 eV
**Structure (SMILES)**: O=S1(=O)CCCC1.O=S1(=O)CCCC1.O=S1(=O)CCCC1.O=S1(=O)CCCC1.O=S1(=O)CCCC1.O=S1(=O)CCCC1.O=S1(=O)CCCC1.O=S1(=O)CCCC1.O=C1CCCO1.O=C1CCCO1.ClCCCl.ClCCCl
**Lowest unoccupied orbital energy**: 0.00079 hartree

# 3
Below is a molecular structure, C6H11N5PTc, with properties calculated with wB97M-V/def2-TZVPD.

Structure (XYZ):
```
24
Properties=species:S:1:pos:R:3:lowdin_spin:R:1
C -0.18 -2.30 -1.13 0.28
C 0.79 -1.93 -2.10 0.02
C 0.15 -0.96 -2.95 0.37
C -1.27 -1.18 -2.84 0.05
C -1.50 -1.98 -1.68 0.23
Tc -0.40 -0.51 2.04 1.90
P 1.49 -1.59 2.45 0.00
H 0.02 -2.83 -0.20 0.02
H 1.83 -2.21 -2.11 0.00
H 0.65 -0.29 -3.65 0.02
H -2.47 -2.22 -1.25 0.01
H -2.02 -0.78 -3.52 0.00
H 2.60 -0.70 2.58 0.00
H 2.20 -2.68 1.91 -0.01
H 1.42 -2.14 3.76 0.02
N -0.05 3.85 2.15 0.00
N 0.12 2.85 1.22 0.02
N -0.59 3.11 0.07 0.01
C -0.97 1.92 -0.36 0.01
N -0.75 0.94 0.57 0.05
N -0.23 1.49 1.64 0.00
H 0.48 3.72 3.00 0.00
H 0.15 4.74 1.69 0.00
H -1.45 1.69 -1.28 0.00
```

**Gap between HOMO and LUMO (alpha / beta)**: 6.165 / 5.982 eV
**Energy relative to the best compared isomer or geometry (same formula, charge and spin)**: 489.6 kJ/mol
**Charge**: +1
**Spin multiplicity**: 4
**Lowest unoccupied orbital energy (alpha / beta)**: -0.17837 / -0.18064 hartree

# 4
Below is 2 unconnected molecules or ions with the total composition C6H9ClSSi, with properties calculated with wB97M-V/def2-TZVPD.

Structure (XYZ):
```
18
Properties=species:S:1:pos:R:3:nbo_charge:R:1
C 0.34 2.80 -1.23 -1.14
Si 0.03 1.12 -1.02 1.26
C 1.20 -0.30 -0.64 -0.68
C 1.05 -1.48 0.05 -0.24
C 2.30 -2.23 -0.10 -0.26
C 3.23 -1.58 -0.86 -0.43
S 2.74 -0.04 -1.41 0.49
H 1.23 3.14 -0.76 0.22
H -0.38 3.55 -1.53 0.24
H -1.30 0.68 -1.26 -0.20
H 0.25 -1.50 0.75 0.24
H 2.29 -3.10 0.62 0.24
H 4.25 -1.89 -1.07 0.24
C -3.57 0.14 1.64 -0.61
Cl -2.04 -0.15 2.49 -0.06
H -3.28 0.37 0.51 0.23
H -4.27 -0.68 1.86 0.23
H -4.06 1.17 1.96 0.22
```

**Gap between HOMO and LUMO**: 8.467 eV
**Energy relative to the best compared isomer or geometry (same formula, charge and spin)**: 432.2 kJ/mol
**Structure (SMILES)**: C=[SiH]c1cccs1.CCl
**Lowest unoccupied orbital energy**: 0.01183 hartree

# 5
Below is a molecular structure, C43H41N5P2SSbSe4Ti, with properties calculated with wB97M-V/def2-TZVPD.

Structure (XYZ):
```
98
Properties=species:S:1:pos:R:3:lowdin_spin:R:1
Ti 0.78 0.92 -0.08 0.12
C 6.39 0.83 -0.85 0.00
C 5.46 1.40 0.22 0.00
N 4.42 0.47 0.64 0.01
C 3.34 0.23 -0.17 0.02
S 2.34 -1.14 0.19 0.02
N 3.09 1.07 -1.14 0.00
N 1.89 0.85 -1.81 0.17
C 1.96 1.06 -3.14 0.21
C 3.31 1.00 -3.80 0.03
C 0.83 1.45 -3.90 0.06
C 0.98 1.93 -5.22 0.06
C -0.09 2.46 -5.89 0.01
C -1.33 2.52 -5.26 0.10
C -1.42 1.97 -3.99 0.00
N -0.41 1.41 -3.33 0.10
H 7.09 1.60 -1.21 0.00
H 6.97 -0.01 -0.47 0.00
H 5.80 0.48 -1.70 0.00
H 6.03 1.68 1.11 0.00
H 4.97 2.29 -0.15 0.00
H 4.70 -0.34 1.17 0.00
H 3.98 0.35 -3.22 0.00
H 3.23 0.59 -4.81 0.01
H 3.79 1.98 -3.86 0.01
H 1.96 1.93 -5.69 0.01
H 0.03 2.85 -6.90 0.00
H -2.20 3.00 -5.70 0.01
H -2.38 1.97 -3.49 0.00
Se -5.14 3.22 0.63 0.00
Sb -3.53 4.59 -0.56 0.00
Se 0.98 3.47 -0.31 0.01
Se -1.16 2.60 0.20 0.00
Se -3.92 4.49 -2.93 0.00
C -2.05 -2.85 -0.18 0.00
N -1.28 -1.61 -0.13 0.00
P -0.79 -0.75 1.24 0.01
C -2.28 -0.18 2.10 0.00
C -2.11 0.43 3.35 0.00
C -3.20 0.94 4.03 0.00
C -4.47 0.85 3.48 0.00
C -4.65 0.26 2.24 0.00
C -3.56 -0.25 1.55 0.00
C -0.27 -2.00 2.49 0.00
C 1.01 -1.98 3.05 0.00
C 1.36 -2.89 4.04 0.00
C 0.44 -3.84 4.47 0.00
C -0.84 -3.86 3.94 0.00
C -1.19 -2.93 2.96 0.00
P -0.91 -0.61 -1.51 0.00
C -2.61 -0.46 -2.18 0.00
C -3.12 -1.36 -3.12 0.00
C -4.44 -1.25 -3.55 0.00
C -5.26 -0.25 -3.05 0.00
C -4.76 0.64 -2.11 0.00
C -3.45 0.53 -1.68 0.00
C -0.10 -1.82 -2.64 0.00
C 0.60 -2.89 -2.08 0.00
C 1.31 -3.77 -2.89 0.00
C 1.33 -3.60 -4.26 0.00
C 0.63 -2.54 -4.83 0.00
C -0.08 -1.66 -4.03 0.00
H -3.06 -2.72 0.23 0.00
H -1.55 -3.64 0.37 0.00
H -2.15 -3.17 -1.21 0.00
H -1.11 0.54 3.76 0.00
H -3.05 1.44 4.98 0.00
H -5.32 1.28 4.00 0.00
H -5.63 0.24 1.78 0.00
H -3.70 -0.67 0.57 0.00
H 1.71 -1.23 2.73 0.00
H 2.35 -2.86 4.47 0.00
H 0.72 -4.56 5.24 0.00
H -1.57 -4.57 4.29 0.00
H -2.21 -2.91 2.60 0.00
H -2.50 -2.14 -3.52 0.00
H -4.82 -1.96 -4.28 0.00
H -6.28 -0.16 -3.40 0.00
H -5.36 1.44 -1.70 0.00
H -3.09 1.25 -0.95 0.00
H 0.61 -3.02 -1.01 0.00
H 1.86 -4.58 -2.43 0.00
H 1.90 -4.28 -4.89 0.00
H 0.64 -2.39 -5.90 0.00
H -0.63 -0.85 -4.48 0.00
C 1.31 1.25 2.02 0.00
C 1.52 1.40 3.21 0.00
C 1.72 1.65 4.61 0.00
C 1.46 0.66 5.56 0.00
C 1.64 0.91 6.92 0.00
C 2.11 2.15 7.35 0.00
C 2.37 3.14 6.41 0.00
C 2.19 2.89 5.06 0.00
H 1.09 -0.30 5.23 0.00
H 1.42 0.13 7.64 0.00
H 2.25 2.34 8.40 0.00
H 2.73 4.11 6.73 0.00
H 2.38 3.66 4.32 0.00
```

**Gap between HOMO and LUMO (alpha / beta)**: 4.507 / 5.432 eV
**Energy relative to the best compared isomer or geometry (same formula, charge and spin)**: 184.4 kJ/mol
**Charge**: -2
**Spin multiplicity**: 2
**Lowest unoccupied orbital energy (alpha / beta)**: 0.14293 / 0.14247 hartree